(1)
{
  "formula": "C28H80MgO13",
  "method": "ωB97M-V/def2-TZVPD",
  "species": ["H", "H", "H", "H", "H", "H", "H", "O", "C", "H", "H", "C", "O", "H", "C", "H", "O", "H", "H", "H", "H", "H", "H", "C", "C", "C", "H", "C", "C", "C", "H", "H", "H", "C", "O", "C", "H", "H", "C", "H", "H", "C", "H", "H", "O", "H", "H", "O", "H", "H", "H", "O", "H", "O", "C", "O", "H", "H", "C", "H", "C", "H", "C", "H", "H", "O", "H", "H", "H", "H", "O", "H", "H", "H", "H", "H", "H", "C", "H", "C", "H", "C", "Mg", "H", "H", "H", "C", "H", "H", "H", "C", "H", "H", "H", "C", "H", "H", "O", "C", "H", "H", "H", "H", "H", "H", "H", "C", "C", "H", "H", "H", "H", "O", "H", "H", "H", "H", "H", "H", "C", "H", "C"],
  "coordinates": [[3.806, 3.440, -0.967], [1.548, 5.224, 0.522], [0.607, -1.199, -4.154], [-2.073, -3.085, -0.360], [-4.620, -0.919, 5.087], [4.319, -0.786, -2.614], [-2.699, -3.002, 3.053], [1.590, 6.457, 2.176], [-2.945, 0.483, -3.817], [-3.137, -1.449, -4.609], [-0.612, 4.141, 1.441], [2.277, -0.945, -5.369], [-0.391, -1.877, 3.384], [-3.573, -2.766, 0.574], [-0.361, 5.199, 1.515], [5.735, -3.497, -2.401], [-0.333, 0.717, 5.016], [3.563, 1.689, -2.531], [4.847, -2.775, -3.720], [-0.740, 5.479, 2.498], [-4.513, -0.751, -1.797], [-0.377, 4.001, 4.750], [-0.845, 5.801, 0.745], [-3.604, -0.121, 3.422], [1.157, 5.280, 1.538], [-3.848, -2.539, -1.547], [1.342, -3.162, -1.368], [0.612, -3.967, 2.640], [-0.619, -3.085, 2.662], [-3.560, 3.004, -0.438], [2.364, 2.603, -3.320], [-2.882, 2.165, -0.593], [-2.255, -4.412, 2.370], [-4.987, 2.661, -0.044], [1.824, 0.118, 3.355], [-0.574, 2.072, 5.467], [-5.379, 1.959, -0.780], [-0.619, -4.568, -1.221], [-2.734, -0.483, -4.913], [-3.340, -2.295, -2.480], [-3.650, -1.013, 2.797], [3.342, 2.708, -2.850], [4.880, 0.558, 2.141], [1.408, -0.651, -1.079], [2.568, -2.304, -5.152], [3.957, -1.875, -1.313], [-2.141, 0.443, -3.081], [-4.771, -1.556, -1.341], [3.349, 1.395, 4.099], [4.050, -0.720, 2.928], [-1.752, -4.308, 4.014], [0.351, -6.235, -1.959], [-4.419, 0.542, 3.134], [6.757, -1.993, -3.326], [0.381, -4.998, -1.262], [4.360, 3.281, -3.650], [0.644, 1.468, -1.740], [-0.304, 0.169, 5.804], [0.894, -0.536, -0.125], [1.917, -4.403, -2.563], [0.494, 0.876, 0.271], [-2.431, 1.128, 2.555], [-0.104, 1.506, -0.947], [-3.220, -0.323, -5.875], [5.456, -0.900, -1.367], [-2.374, 0.506, 3.284], [-3.453, 0.385, 5.437], [-1.622, 2.113, 5.763], [0.817, -5.288, -0.306], [-3.495, 3.559, -1.374], [-0.282, 1.023, 1.385], [0.407, -3.440, -2.748], [0.934, 2.998, 4.169], [-0.562, 2.491, -0.866], [-4.891, 0.420, -4.002], [3.259, -2.648, -5.723], [-4.363, -3.456, -1.832], [2.937, 1.032, 3.157], [1.533, 4.378, 2.021], [-1.872, -3.709, 3.110], [0.946, -4.280, 3.630], [1.370, -0.424, -4.221], [-0.212, 0.095, 3.170], [-2.814, 1.452, -4.299], [0.009, -1.143, -0.316], [-2.753, -1.465, -0.160], [1.061, -3.964, -2.051], [1.898, -0.751, -6.372], [0.461, -4.897, 2.092], [-2.843, -1.275, 5.124], [4.770, -1.519, -1.945], [2.204, -0.661, 3.768], [5.090, 2.658, -3.626], [2.990, 4.684, -1.976], [3.876, 0.194, 2.359], [2.424, 6.284, 2.619], [-3.119, 3.751, 0.222], [-4.269, 0.282, -3.284], [-3.001, -2.514, -0.319], [0.061, 2.227, 6.339], [-5.956, 1.973, 1.553], [7.256, -2.757, -3.625], [-0.886, -2.839, 1.635], [2.581, 1.890, 2.587], [2.039, 3.451, -1.260], [3.173, -0.348, -5.196], [-3.616, -0.543, 4.889], [-0.143, 3.019, 4.339], [-0.933, 0.883, -1.282], [1.792, -0.297, -3.224], [3.392, 0.002, 1.402], [1.398, -3.480, 2.064], [-5.048, 2.130, 1.283], [-1.650, -0.535, -5.014], [-0.699, 2.999, 3.402], [1.285, -1.142, 0.692], [1.460, 1.264, 0.595], [-5.621, 3.548, -0.041], [0.682, 0.418, -4.298], [5.495, -2.545, -2.874], [-0.129, -6.884, -1.440], [3.021, 3.630, -1.699]],
  "lumo_ev": 0.0,
  "total_charge": 0,
  "de_lowest_ev": 2.600,
  "gap_ha": 0.285,
  "e_tot_ev": -62393.0404
}

=====

(2)
{
  "formula": "C19H17N7O3S3Ta",
  "method": "ωB97M-V/def2-TZVPD",
  "species": ["H", "S", "C", "C", "C", "H", "C", "H", "H", "C", "N", "O", "H", "C", "H", "H", "H", "C", "C", "Ta", "C", "C", "N", "H", "C", "H", "H", "C", "H", "H", "H", "N", "C", "N", "C", "O", "C", "N", "N", "S", "N", "H", "C", "S", "C", "C", "H", "O", "H", "C"],
  "coordinates": [[3.034, 4.435, -5.407], [-1.053, -2.512, 2.386], [2.715, 2.142, -4.220], [0.513, 2.211, -2.481], [-1.363, -5.464, -0.275], [-5.236, 1.240, 1.352], [1.279, 1.038, -2.658], [-1.399, 1.588, 4.398], [3.931, -0.253, 4.025], [-2.294, 1.546, 3.795], [-2.162, 0.942, 2.598], [-0.603, -0.382, -1.501], [5.105, 0.127, 1.839], [3.390, -0.265, 3.091], [3.557, 2.134, -4.898], [-0.644, -2.814, -2.213], [1.445, -0.668, 3.960], [-4.598, 1.915, 3.298], [-1.101, -4.784, -1.431], [-0.621, -0.665, 0.642], [-3.171, 0.845, 1.707], [2.389, 1.016, -3.527], [1.165, -0.358, -0.197], [-3.624, 2.513, 5.134], [-4.422, 1.323, 2.059], [-1.561, -5.293, 1.772], [-1.094, -5.286, -2.387], [4.038, -0.054, 1.880], [-1.580, -6.524, -0.232], [0.249, 4.232, -3.075], [2.967, 0.110, -3.650], [2.262, 4.424, -4.762], [1.950, 3.329, -4.073], [1.382, -0.495, 1.893], [-3.518, 2.037, 4.170], [-0.932, 0.506, 2.227], [-1.102, -3.479, 0.976], [-1.365, -4.793, 0.908], [-0.843, -2.796, -0.156], [0.896, -0.349, -1.809], [3.396, -0.063, 0.697], [1.722, 5.269, -4.677], [2.022, -0.492, 3.061], [-2.758, 0.254, 0.113], [-0.850, -3.415, -1.338], [0.841, 3.333, -3.181], [-0.346, 2.214, -1.824], [1.444, -1.533, -2.381], [-5.571, 2.295, 3.579], [2.124, -0.279, 0.794]],
  "lumo_ev": -10.4,
  "total_charge": 3,
  "de_lowest_ev": 0.000,
  "gap_ha": 0.197,
  "e_tot_ev": -70585.9700
}

=====

(3)
{
  "formula": "C4H10O",
  "method": "ωB97M-V/def2-TZVPD",
  "species": ["H", "H", "H", "C", "H", "H", "O", "C", "H", "H", "C", "H", "H", "C", "H"],
  "coordinates": [[-1.844, -0.962, -1.322], [-2.695, 0.281, -0.392], [2.043, 0.450, -1.370], [-1.838, -0.403, -0.379], [0.632, -0.972, 0.970], [0.522, -1.458, -0.722], [-0.526, 1.189, 0.930], [-0.523, 0.354, -0.221], [2.179, 0.907, 0.338], [-1.979, -1.112, 0.445], [0.662, -0.594, -0.060], [-1.140, 1.916, 0.773], [2.830, -0.645, -0.225], [2.007, 0.067, -0.342], [-0.362, 0.971, -1.122]],
  "lumo_ev": 1.0,
  "smiles": "CC[C@@H](C)O",
  "total_charge": 0,
  "de_lowest_ev": 0.148,
  "gap_ha": 0.415,
  "e_tot_ev": -6357.6545
}

=====

(4)
{
  "formula": "C25H21Cl5N3O2PdSi",
  "method": "ωB97M-V/def2-TZVPD",
  "species": ["H", "O", "N", "C", "N", "C", "Cl", "C", "H", "H", "Cl", "H", "C", "H", "C", "H", "C", "H", "C", "C", "C", "C", "Cl", "C", "H", "H", "Cl", "H", "C", "C", "C", "H", "C", "C", "C", "C", "Pd", "C", "H", "H", "C", "H", "C", "Si", "O", "H", "C", "H", "H", "H", "C", "H", "Cl", "C", "H", "C", "H", "N"],
  "coordinates": [[2.726, 5.708, -3.199], [1.112, 1.381, -3.492], [0.424, -2.502, 1.146], [-1.003, 2.628, -2.185], [1.934, 1.704, -0.731], [-1.162, -5.594, 1.480], [-3.118, -0.591, -3.568], [0.541, -0.202, -1.600], [2.004, 6.065, 0.910], [0.691, 4.892, 1.112], [-1.817, 4.807, -0.739], [2.318, 4.325, 0.758], [-0.460, -4.447, 1.822], [2.200, -0.507, 2.493], [0.024, -4.331, 3.131], [-2.825, -8.302, 4.045], [2.622, 2.086, 0.335], [-1.929, -7.495, 2.092], [2.735, 4.959, -2.408], [-3.724, 1.738, -2.384], [2.757, 1.323, 1.501], [-2.688, 0.937, -2.865], [0.062, 0.293, -3.246], [-0.192, -5.336, 4.050], [0.148, 6.920, -2.715], [-0.273, 7.208, -1.021], [-4.699, 3.892, -1.102], [2.706, 3.988, -2.964], [2.129, 0.095, 1.595], [-0.225, -0.752, -4.196], [0.059, -1.378, -1.072], [3.344, 1.711, 2.324], [0.523, 6.884, -1.690], [-2.081, 3.347, -1.649], [-1.810, -8.567, 4.357], [-1.382, -6.615, 2.400], [0.994, 3.190, -2.239], [1.353, 0.499, -0.650], [0.177, -5.254, 5.065], [3.097, 3.061, 0.274], [-3.413, 2.938, -1.756], [3.704, 4.951, -1.908], [-0.895, -6.484, 3.692], [1.213, 5.180, -1.287], [-1.053, -7.425, 4.680], [0.569, -3.439, 3.406], [1.389, -0.343, 0.502], [-1.537, -5.678, 0.468], [-0.586, -2.087, -1.567], [1.344, 7.604, -1.609], [1.597, 5.116, 0.548], [-1.338, -9.152, 3.561], [-5.369, 1.236, -2.535], [0.581, -1.501, 0.238], [0.060, -1.442, -4.953], [-1.401, 1.412, -2.723], [-1.858, -9.170, 5.261], [-0.297, -3.478, 0.806]],
  "lumo_ev": 2.5,
  "total_charge": -1,
  "de_lowest_ev": 12.744,
  "gap_ha": 0.244,
  "e_tot_ev": -108790.2574
}